9
Properties=species:S:1:pos:R:3:forces:R:3 method="wB97M-V/def2-TZVPD" relative_energy_ev=4.8132 homo_energy_ev="-16.89 / -16.64" lumo_ev="-8.13 / -8.76" homo_lumo_gap_ev="8.760 / 7.876" total_charge=+1
C 0.067 0.327 0.226 -0.2196 0.3104 -3.7697
N -1.149 1.037 0.243 -2.4651 1.4241 1.6872
F -2.830 -0.563 -1.349 -0.4536 1.8346 2.5865
F -2.654 -0.826 1.039 -0.4745 2.5966 -1.9681
F -0.321 2.635 -0.004 -1.9868 -1.5703 -0.1806
S -2.871 0.413 -0.006 5.0991 -2.9477 -1.0021
H 0.456 0.522 -0.834 0.1659 -0.1271 1.1769
H -0.102 -0.707 0.155 -0.2023 -1.6949 0.5672
H 0.727 0.730 0.946 0.5368 0.1743 0.9028

---

68
Properties=species:S:1:pos:R:3:forces:R:3 method="wB97M-V/def2-TZVPD" relative_energy_ev=3.0320 homo_energy_ev=-9.66 lumo_ev=0.35 homo_lumo_gap_ev=10.012 smiles="COC(=O)OC.COC(=O)OC.COC(=O)OC.COC(=O)OC.CC(C)=O.CC(C)=O"
C 10.132 1.609 -5.138 1.5101 -1.4479 -1.0895
O 10.143 1.441 -3.767 -0.5197 -0.0052 3.0784
C 10.278 0.278 -3.127 -2.4791 -3.1656 0.5241
O 10.319 -0.913 -3.559 0.5469 4.7360 1.0073
O 10.023 0.573 -1.780 0.1678 1.1995 -2.7283
C 9.915 -0.517 -0.920 1.1311 -1.6365 -0.5123
H 9.420 2.326 -5.548 -0.1475 0.0081 0.7719
H 9.953 0.608 -5.530 0.1467 0.1950 -0.7839
H 11.160 1.942 -5.282 -0.1250 0.0545 -1.2172
H 10.950 -0.845 -0.827 -0.0294 -0.3212 1.0939
H 9.451 -1.364 -1.425 -0.4881 0.1182 0.1086
H 9.403 -0.263 0.009 0.2844 0.2650 -0.2533
C -3.577 -5.650 1.322 0.1092 0.2085 0.0241
O -4.894 -5.325 1.730 -0.3744 0.6390 -0.8165
C -5.275 -5.272 2.980 0.6860 -1.1218 3.2804
O -4.581 -5.287 4.013 -1.2665 0.3807 -2.4974
O -6.607 -5.354 2.961 -1.4893 0.4441 -0.1188
C -7.394 -5.247 4.190 2.4942 0.4665 0.6022
H -2.840 -5.325 2.057 -0.0427 -0.4596 0.1087
H -3.386 -5.101 0.400 -0.1529 -0.0425 0.0365
H -3.616 -6.716 1.098 0.6195 0.0066 0.2161
H -8.450 -5.022 4.044 0.3370 -0.5144 -0.6438
H -6.948 -4.435 4.764 -0.1971 0.3066 -0.0146
H -7.133 -6.107 4.807 -0.7198 -0.3120 -0.1785
C -6.167 0.111 -2.259 -0.5085 0.7650 0.9199
O -6.504 -1.235 -2.505 -0.1852 -1.2626 -0.5646
C -6.268 -1.740 -3.728 1.0049 1.1587 -1.9184
O -5.868 -1.058 -4.693 -1.0868 -2.3022 2.3820
O -6.519 -3.081 -3.684 -0.5760 0.9725 -0.7127
C -6.145 -3.913 -4.825 0.9672 0.4538 0.2154
H -6.597 0.802 -2.984 0.6405 -0.1903 -0.3944
H -5.110 0.216 -2.015 0.0986 0.1163 -0.7500
H -6.668 0.378 -1.328 -0.1524 -0.3081 0.1025
H -6.356 -3.568 -5.837 -0.1630 0.9098 0.3649
H -6.623 -4.892 -4.796 -0.0330 0.2157 0.8711
H -5.066 -3.978 -4.689 -0.0011 -0.5251 -0.5158
C -3.699 6.737 2.065 -0.6615 -1.1594 1.6265
O -2.641 7.310 1.399 0.1825 1.1484 1.1200
C -2.213 6.899 0.250 -1.8511 -2.2893 -1.7956
O -2.593 5.947 -0.424 0.1943 0.8156 1.2027
O -1.344 7.769 -0.110 2.1178 1.6098 -1.4785
C -0.947 7.754 -1.483 0.4526 -0.2209 -0.2742
H -4.474 7.467 2.296 -0.1574 0.0514 -0.7361
H -3.321 6.495 3.059 0.0249 -0.4088 0.0561
H -4.050 5.823 1.585 -0.1946 0.2380 -0.0894
H -0.981 6.754 -1.916 0.0664 -0.0187 0.2976
H 0.074 8.136 -1.492 -0.1862 0.0455 -0.1393
H -1.610 8.377 -2.083 0.0147 0.1828 0.2101
C 3.204 -0.049 -1.783 -1.1344 0.2409 -0.2781
C 1.870 -0.746 -1.586 -0.0057 -3.0907 -1.3529
C 0.751 0.018 -0.875 0.1814 -0.3766 -1.0695
O 1.681 -1.898 -2.056 0.3225 3.2571 1.4922
H 3.283 0.685 -0.981 0.7694 -0.1313 -0.0070
H 3.059 0.520 -2.702 -0.1019 0.3552 -0.1125
H 4.045 -0.696 -2.030 -0.1208 -0.0994 0.7094
H 0.847 -0.061 0.208 -0.1295 -0.1148 -0.0519
H -0.166 -0.411 -1.278 -0.1235 -0.1287 0.5731
H 0.727 1.071 -1.156 0.3341 0.0908 0.1045
C 1.947 -1.162 6.311 -0.2121 0.4881 0.2655
C 2.175 0.247 5.750 -1.6343 -1.6120 -0.8513
C 3.476 0.506 5.102 0.8199 1.5752 -0.5538
O 1.264 1.047 5.695 0.5353 -0.0872 0.4040
H 0.916 -1.254 6.655 0.2108 0.2587 0.5001
H 2.701 -1.290 7.087 -0.2464 -0.3065 0.3232
H 2.047 -2.005 5.628 0.4938 0.3880 -0.5003
H 3.356 1.476 4.621 0.1301 0.0951 -0.0707
H 3.765 -0.183 4.308 -0.1412 -0.4113 0.3645
H 4.294 0.641 5.809 0.0433 -0.3900 0.1138

---

13
Properties=species:S:1:pos:R:3:forces:R:3 method="wB97M-V/def2-TZVPD" relative_energy_ev=1.9937 homo_energy_ev=-7.32 lumo_ev=0.51 homo_lumo_gap_ev=7.837 smiles=Nc1cc(O)c(O)o1
N 2.736 0.011 0.096 -0.0755 -0.3848 0.5630
C 1.378 -0.115 0.033 -2.8025 1.7243 -0.5564
C 0.559 -1.196 0.095 0.0132 -0.3858 -0.3802
C -0.822 -0.747 0.016 0.7120 2.2036 -0.5296
O -2.034 -1.393 -0.102 -0.1796 0.6480 1.1569
C -0.709 0.614 -0.054 1.4004 -1.5400 0.0170
O -1.598 1.580 -0.024 -1.6632 1.1078 -0.4411
O 0.601 1.055 -0.108 1.0631 -1.9044 0.9529
H 3.180 0.733 -0.428 -0.0287 0.3634 -0.4166
H 3.084 -0.902 -0.101 0.9365 -0.3440 -0.1084
H 0.962 -2.182 0.033 -0.1680 -0.5774 0.2091
H -2.693 -0.746 0.272 0.7801 -1.1181 -0.7227
H -1.877 1.759 0.876 0.0120 0.2075 0.2561

---

| no. | M (g/mol) |
| --- | --- |
| 1 | 118.10 |
| 2 | 476.47 |
| 3 | 115.09 |